No. 1
Entry from the OMol25 dataset: C22H23N3OS as an isolated structure at a distorted geometry (ωB97M-V/def2-TZVPD).

CARTESIAN COORDINATES (ANGSTROEM)
O 4.325 1.645 -1.964
N 3.254 -0.363 -1.890
S -5.948 -4.045 1.232
C 3.396 0.977 -1.630
C 2.054 -0.507 -1.389
C 1.346 0.515 -0.779
C 2.204 1.561 -0.849
C 0.086 -3.761 -1.988
C 1.270 -2.980 -1.981
C -1.079 0.567 0.405
C -2.231 -0.237 0.494
C -1.038 -3.280 -1.379
C 1.080 -1.622 -1.493
C 0.051 0.114 -0.292
C -2.169 -1.523 -0.082
C -0.059 -1.170 -0.903
C -1.153 -2.021 -0.871
N -3.367 -2.386 0.206
N 1.777 2.774 -0.195
C 5.664 4.769 1.131
C -5.395 -3.653 -0.573
C -4.356 -3.800 2.045
C -4.472 -2.431 -0.742
C -3.854 -2.371 1.660
C 2.692 3.979 -0.038
C 4.253 5.162 1.579
C 3.196 4.062 1.305
H 0.075 -4.726 -2.429
H 2.199 -3.319 -2.450
H -1.173 1.560 0.675
H -3.026 0.050 1.175
H -1.941 -3.931 -1.373
H 0.764 2.829 0.038
H 5.638 4.792 0.070
H 6.528 5.386 1.544
H 5.911 3.720 1.392
H -4.952 -4.560 -1.067
H -6.242 -3.174 -1.121
H -3.665 -4.565 1.582
H -4.485 -3.821 3.105
H -4.164 -2.598 -1.816
H -5.022 -1.529 -0.720
H -4.707 -1.690 1.842
H -3.097 -1.949 2.382
H 2.022 4.830 -0.349
H 3.569 3.954 -0.782
H 4.094 6.081 1.026
H 4.299 5.429 2.659
H 2.371 4.220 2.079
H 3.479 3.042 1.520

Forces on atoms 1 to 3 (eV/Å):
0.82 0.87 -0.30
-1.50 -0.05 0.67
-0.06 0.27 -1.73

## Properties
**Spin multiplicity**: 1
**LUMO energy**: -0.87 eV
**Relative energy (zero: lowest compared OMol25 entry of this formula, charge and spin)**: 114.5 kcal per mole

No. 2
Entry from the OMol25 dataset: C22H14Cl2DyN6O2S2 as an isolated structure at a distorted geometry (ωB97M-V/def2-TZVPD).

CARTESIAN COORDINATES (ANGSTROEM)
Dy -6.331 -17.895 10.913
S -7.473 -18.013 13.377
C -8.318 -19.484 12.838
C -9.703 -19.568 13.314
N -10.813 -19.539 13.694
C -7.852 -20.459 12.039
S -6.296 -20.613 11.252
C -8.726 -21.586 11.756
N -9.263 -22.560 11.406
C -7.279 -12.518 7.798
O -6.668 -11.371 8.363
C -5.451 -11.541 8.935
C -5.044 -10.552 9.822
C -3.839 -10.671 10.516
C -3.044 -11.819 10.325
C -3.420 -12.776 9.374
C -4.621 -12.607 8.656
N -1.957 -11.925 11.247
N -1.508 -12.992 11.729
C -2.235 -14.195 11.536
C -1.546 -15.264 11.023
C -2.212 -16.467 10.640
C -3.565 -16.607 10.969
O -4.261 -17.669 10.633
C -4.220 -15.576 11.665
N -5.496 -15.809 12.062
C -6.130 -14.906 12.797
C -5.577 -13.650 13.096
C -4.295 -13.373 12.663
C -3.567 -14.323 11.953
H -8.286 -12.187 7.647
H -7.246 -13.326 8.501
H -6.753 -12.753 6.917
H -5.686 -9.702 9.964
H -3.499 -9.902 11.168
H -2.841 -13.696 9.242
H -4.992 -13.468 8.063
H -0.487 -15.139 10.809
H -1.696 -17.337 10.230
H -7.176 -15.149 13.196
H -6.212 -12.943 13.589
H -3.879 -12.463 12.906
Cl -2.029 -18.836 15.792
C -3.105 -17.521 16.401
Cl -4.300 -18.114 17.579
H -3.570 -17.087 15.540
H -2.437 -16.751 16.832
N -7.336 -15.720 8.432
C -7.392 -16.569 9.203

Forces on atoms 1 to 3 (eV/Å):
-0.50 -0.61 1.25
0.00 -0.51 -0.63
-0.96 1.05 0.94

## Properties
**Spin multiplicity**: 6
**LUMO energy (alpha / beta)**: 1.41 / 1.42 eV
**Relative energy (zero: lowest compared OMol25 entry of this formula, charge and spin)**: 6.2 kcal per mole
**Total charge**: -1

No. 3
Entry from the OMol25 dataset: C25H5F20GeNO5PdSTe as an isolated structure at a distorted geometry (ωB97M-V/def2-TZVPD).

CARTESIAN COORDINATES (ANGSTROEM)
Pd -0.164 1.523 0.723
O -4.250 2.879 -0.601
C -2.971 2.481 -0.562
O -2.523 1.365 -0.610
C -2.027 3.652 -0.579
C -2.451 4.907 -0.870
C -1.533 5.910 -1.056
C -0.165 5.630 -1.078
C 0.223 4.379 -0.630
N -0.654 3.408 -0.418
C 1.707 4.032 -0.324
O 2.240 4.589 0.751
O 2.319 3.303 -1.073
H -4.856 2.148 -0.782
H -3.500 5.140 -0.958
H -1.855 6.951 -1.166
H 0.584 6.318 -1.389
H 1.558 4.742 1.447
F 2.325 -0.714 2.257
C 1.978 -2.003 2.348
C 1.229 -2.635 1.383
C 0.992 -3.998 1.432
F 0.289 -4.633 0.473
C 1.463 -4.728 2.520
F 1.202 -6.001 2.624
C 2.285 -4.130 3.405
F 2.840 -4.862 4.353
C 2.568 -2.774 3.310
F 3.415 -2.266 4.177
Ge 0.586 -1.669 -0.233
S 1.340 0.540 -0.525
C -1.361 -1.721 -0.661
C -1.874 -0.983 -1.707
F -1.059 -0.314 -2.571
C -3.209 -0.746 -1.842
F -3.680 0.100 -2.778
C -4.044 -1.294 -0.872
F -5.343 -1.136 -1.004
C -3.588 -2.010 0.189
F -4.497 -2.457 1.039
C -2.238 -2.208 0.312
F -1.862 -2.956 1.346
C 1.675 -2.481 -1.658
C 1.187 -3.279 -2.696
F -0.126 -3.575 -2.769
C 2.010 -3.813 -3.628
F 1.581 -4.671 -4.550
C 3.362 -3.538 -3.561
F 4.218 -4.052 -4.473
C 3.894 -2.790 -2.546
F 5.172 -2.409 -2.548
C 3.047 -2.238 -1.621
F 3.595 -1.490 -0.671
F -1.613 2.246 1.685
Te -0.242 3.061 3.586
F -0.433 -0.327 1.430
F 1.038 3.497 4.875
F -0.976 1.569 4.481
F 0.294 4.503 2.263
O 0.879 2.031 2.602

Forces on atoms 1 to 3 (eV/Å):
0.97 -0.27 -1.37
0.38 -0.10 0.02
1.08 0.03 -0.17

## Properties
**Spin multiplicity**: 3
**LUMO energy (alpha / beta)**: -2.16 / -4.40 eV